{
  "formula": "C4H9NO",
  "method": "ωB97M-V with the def2-TZVPD basis set",
  "elements": ["C", "N", "C", "C", "O", "C", "H", "H", "H", "H", "H", "H", "H", "H", "H"],
  "xyz": [[1.42, 0.10, -1.18], [0.51, 0.62, -0.26], [0.44, 0.20, 1.14], [-1.11, 0.20, 1.01], [-1.83, -0.90, 1.46], [-0.82, 0.24, -0.51], [2.45, 0.12, -0.78], [0.75, -1.04, -1.46], [1.37, 0.62, -2.15], [0.91, 0.92, 1.82], [0.83, -0.81, 1.33], [-1.58, 1.08, 1.48], [-1.61, -1.61, 0.84], [-0.47, -1.00, -1.13], [-1.41, 0.78, -1.26]],
  "mulliken_charge": [-0.691, -0.004, -0.460, -0.107, -0.550, -0.487, 0.303, 0.158, 0.246, 0.273, 0.286, 0.327, 0.347, 0.104, 0.255],
  "max_force_ev_per_a": 3.2,
  "lumo_energy_ev": 1.1,
  "relative_energy_kj_mol": 410.7,
  "energy_ev": -7828.0636,
  "orbital_gap_ha": 0.3777
}